[1]
A single C12H14S2 molecule in a non-equilibrium geometry. Source: OMol25; level of theory: the ωB97M-V functional and the def2-TZVPD basis.

Atoms and positions in Å:
C (2.449, 2.178, -1.324)
C (3.602, 2.016, -0.602)
C (1.418, 1.285, -1.112)
C (1.821, 0.392, -0.197)
C (-1.241, -0.724, 1.713)
C (-2.453, -0.816, 2.160)
C (-0.047, 1.211, -1.396)
C (-0.827, 0.941, -0.130)
C (0.949, -0.726, 0.348)
C (-0.614, -0.567, 0.391)
C (1.507, -1.897, 0.640)
C (-1.408, -1.464, -0.618)
S (3.547, 0.583, 0.272)
S (-4.150, -0.517, 1.494)
H (2.317, 3.114, -1.847)
H (4.517, 2.377, -0.779)
H (-0.506, -1.058, 2.526)
H (-2.727, -0.972, 3.195)
H (-0.490, 2.038, -1.932)
H (-0.266, 0.336, -2.125)
H (-0.560, 1.731, 0.561)
H (-1.859, 1.220, -0.312)
H (2.561, -2.124, 0.434)
H (0.957, -2.775, 0.937)
H (-3.839, -0.673, 0.182)
H (-2.261, -1.855, -0.186)
H (-0.696, -2.343, -0.803)
H (-1.698, -0.909, -1.491)

Summary:
LUMO (spin up / spin down) in eV: 0.693 / -2.233
⟨S²⟩: 2.0203
Kohn-Sham gap (spin up / spin down) in eV: 5.8 / 6.5
Calculated total energy in eV: -34335.4354
HOMO energy (spin up / spin down) in eV: -5.08 / -8.75
Spin multiplicity: 3



[2]
A molecular structure, C12H15BCl2N6O2Pb in a non-equilibrium geometry. Source: OMol25; level of theory: the ωB97M-V functional and the def2-TZVPD basis.

Atoms and positions in Å:
C (1.315, -2.985, 1.721)
N (1.341, -2.125, 0.667)
N (2.357, -2.545, -0.172)
C (2.975, -3.621, 0.364)
C (2.321, -3.959, 1.558)
B (2.786, -1.842, -1.475)
N (1.584, -1.461, -2.376)
N (0.430, -0.862, -1.929)
C (-0.305, -0.596, -3.032)
C (0.385, -1.018, -4.187)
C (1.588, -1.528, -3.723)
Pb (-0.343, -0.502, 0.642)
N (3.381, -0.478, -1.064)
N (2.518, 0.442, -0.503)
C (3.259, 1.539, -0.281)
C (4.609, 1.313, -0.663)
C (4.626, 0.013, -1.170)
H (2.821, 2.424, 0.145)
H (5.421, -0.591, -1.595)
H (5.437, 1.984, -0.579)
H (3.594, -2.475, -2.097)
H (2.453, -1.954, -4.221)
H (3.822, -4.035, -0.154)
H (0.069, -0.964, -5.216)
H (2.547, -4.786, 2.205)
H (-1.261, -0.088, -2.973)
H (0.604, -2.849, 2.537)
H (-0.466, 2.364, -0.751)
C (-1.214, 3.113, -1.099)
H (-1.089, 3.251, -2.178)
H (-2.246, 2.813, -0.885)
H (-1.019, 4.054, -0.576)
Cl (-1.696, 2.422, 2.731)
C (-0.758, 1.301, 3.751)
Cl (-1.414, -0.374, 3.727)
C (0.676, 1.342, 3.144)
O (1.534, 1.892, 3.819)
O (0.837, 0.838, 1.959)
H (-0.785, 1.654, 4.788)

Summary:
LUMO (spin up / spin down) in eV: -12.036 / -11.926
Kohn-Sham gap (spin up / spin down) in eV: 2.5 / 3.8
Net charge: +2
Calculated total energy in eV: -56672.6858
HOMO energy (spin up / spin down) in eV: -14.51 / -15.68
Spin multiplicity: 1



[3]
A molecular structure, C12H15Br6Cl3O9 in a non-equilibrium geometry. Source: OMol25; level of theory: the ωB97M-V functional and the def2-TZVPD basis.

Atoms and positions in Å:
C (1.620, -0.052, 0.315)
Br (3.188, -1.263, 0.173)
Br (0.298, -0.660, 1.692)
Br (0.725, 0.259, -1.487)
H (2.021, 0.930, 0.567)
C (3.975, -2.515, 3.468)
Br (4.925, -3.863, 4.532)
Br (4.782, -0.631, 3.267)
Br (2.202, -2.399, 4.270)
H (3.924, -2.934, 2.463)
C (2.487, 3.394, 2.311)
Cl (3.985, 2.309, 2.058)
Cl (1.094, 2.361, 2.938)
Cl (2.085, 4.139, 0.797)
H (2.749, 4.145, 3.055)
C (1.242, -2.181, -3.892)
C (1.632, -2.072, -5.364)
O (1.649, -3.354, -5.832)
C (2.132, -4.136, -4.801)
O (2.620, -5.257, -4.829)
O (2.031, -3.308, -3.678)
H (0.187, -2.385, -3.710)
H (1.667, -1.294, -3.421)
H (2.587, -1.552, -5.431)
H (1.028, -1.442, -6.018)
C (-1.170, 3.095, -0.534)
C (-1.644, 4.570, -0.279)
O (-2.701, 4.297, 0.607)
C (-2.491, 3.107, 1.236)
O (-3.064, 2.652, 2.268)
O (-1.550, 2.440, 0.638)
H (-0.098, 2.996, -0.705)
H (-1.678, 2.659, -1.395)
H (-2.039, 5.011, -1.194)
H (-0.842, 5.213, 0.083)
C (-3.047, -1.327, 1.294)
C (-4.449, -1.399, 0.714)
O (-5.231, -0.943, 1.806)
C (-4.462, -0.841, 2.899)
O (-4.864, -0.631, 4.106)
O (-3.187, -0.937, 2.621)
H (-2.385, -0.517, 0.988)
H (-2.610, -2.323, 1.225)
H (-4.811, -2.397, 0.468)
H (-4.514, -0.969, -0.285)

Summary:
LUMO in eV: -1.167
Kohn-Sham gap in eV: 9.0
Calculated total energy in eV: -488933.3632
HOMO energy in eV: -10.16
Spin multiplicity: 1



[4]
A molecular structure, C12H15BrIrN2O5 in a non-equilibrium geometry. Source: OMol25; level of theory: the ωB97M-V functional and the def2-TZVPD basis.

Atoms and positions in Å:
Ir (-1.256, 0.318, 1.242)
N (-3.536, 0.522, 1.464)
C (-3.953, 0.973, 2.780)
C (-2.738, 0.892, 3.796)
O (-3.001, 0.816, 4.959)
O (-1.600, 0.962, 3.188)
H (-3.796, 1.155, 0.716)
H (-3.865, -0.411, 1.239)
H (-4.749, 0.382, 3.222)
H (-4.216, 2.029, 2.775)
C (3.040, -1.673, 2.287)
N (2.889, -0.260, 1.946)
C (4.045, 0.638, 1.914)
C (1.693, 0.212, 1.701)
O (0.663, -0.514, 1.729)
H (4.092, -1.916, 2.386)
H (2.594, -2.294, 1.511)
H (2.526, -1.893, 3.223)
H (4.953, 0.064, 2.057)
H (3.982, 1.387, 2.702)
H (4.107, 1.152, 0.955)
H (1.651, 1.278, 1.467)
Br (2.571, -2.058, -4.523)
C (0.989, -1.052, -4.237)
C (0.186, -0.701, -5.310)
C (-0.966, 0.036, -5.080)
C (-1.343, 0.370, -3.790)
C (-0.528, 0.005, -2.725)
C (0.657, -0.689, -2.944)
C (-0.908, 0.265, -1.316)
O (-1.897, -0.316, -0.793)
O (-0.212, 1.023, -0.576)
H (0.461, -1.004, -6.311)
H (-1.577, 0.335, -5.920)
H (-2.260, 0.917, -3.615)
H (1.305, -0.951, -2.118)

Summary:
LUMO (spin up / spin down) in eV: -5.929 / -5.741
Kohn-Sham gap (spin up / spin down) in eV: 6.1 / 6.2
Net charge: +1
Calculated total energy in eV: -98778.6433
HOMO energy (spin up / spin down) in eV: -11.99 / -11.99
Spin multiplicity: 1



[5]
4 unconnected molecules or ions with the total composition C12H15ClN3 in a non-equilibrium geometry. Source: OMol25; level of theory: the ωB97M-V functional and the def2-TZVPD basis.

Atoms and positions in Å:
Cl (25.200, 32.645, 5.058)
N (24.390, 34.760, 2.458)
C (25.500, 35.427, 2.037)
C (25.106, 36.612, 1.480)
C (23.689, 36.626, 1.471)
C (23.280, 35.417, 2.021)
H (24.477, 33.981, 3.101)
H (26.463, 35.048, 2.341)
H (25.717, 37.448, 1.176)
H (22.991, 37.348, 1.081)
H (22.291, 35.087, 2.291)
N (28.160, 32.206, 6.480)
C (28.417, 30.868, 6.520)
C (29.479, 30.685, 7.392)
C (29.885, 31.957, 7.856)
C (29.026, 32.866, 7.292)
H (27.430, 32.647, 5.928)
H (27.868, 30.157, 5.928)
H (29.846, 29.685, 7.567)
H (30.648, 32.145, 8.593)
H (28.937, 33.941, 7.304)
N (25.342, 30.090, 3.006)
C (25.254, 28.923, 3.703)
C (24.990, 27.922, 2.783)
C (24.927, 28.493, 1.502)
C (25.134, 29.843, 1.690)
H (25.458, 30.995, 3.459)
H (25.216, 28.903, 4.779)
H (25.024, 26.862, 2.994)
H (24.782, 28.001, 0.556)
H (25.219, 30.657, 0.984)

Summary:
LUMO in eV: 3.392
Kohn-Sham gap in eV: 8.7
Net charge: -1
Calculated total energy in eV: -29682.6314
HOMO energy in eV: -5.34
Spin multiplicity: 1



[6]
2 unconnected molecules or ions with the total composition C12H15ClN3O5. Source: OMol25; level of theory: the ωB97M-V functional and the def2-TZVPD basis.

Atoms and positions in Å:
C (4.761, -0.814, 2.092)
C (4.138, -1.131, 1.120)
C (3.313, -1.510, -0.041)
C (3.149, -0.314, -0.888)
N (2.989, 0.631, -1.518)
C (1.950, -2.095, 0.452)
C (2.140, -3.555, 0.539)
N (2.280, -4.693, 0.484)
C (0.745, -1.802, -0.464)
C (0.082, -0.444, -0.170)
N (-1.165, -0.625, 0.571)
C (-1.671, 0.608, 1.209)
C (-1.667, 1.883, 0.331)
C (-2.130, -1.331, -0.161)
C (-3.221, -1.995, 0.657)
O (-2.070, -1.495, -1.359)
H (5.159, -0.574, 3.049)
H (3.864, -2.244, -0.632)
H (1.769, -1.729, 1.462)
H (1.063, -1.840, -1.506)
H (0.026, -2.605, -0.310)
H (0.743, 0.173, 0.441)
H (-0.056, 0.087, -1.112)
H (-2.702, 0.409, 1.497)
H (-1.126, 0.804, 2.135)
H (-2.623, 2.385, 0.484)
H (-1.596, 1.692, -0.733)
H (-0.896, 2.569, 0.665)
H (-2.843, -2.979, 0.941)
H (-3.398, -1.452, 1.584)
H (-4.124, -2.103, 0.066)
O (-0.295, 6.019, -1.649)
Cl (-1.376, 5.221, -2.181)
O (-2.641, 5.846, -1.865)
O (-1.336, 3.901, -1.577)
O (-1.237, 5.100, -3.613)

Summary:
LUMO in eV: 2.270
Kohn-Sham gap in eV: 8.0
Net charge: -1
Calculated total energy in eV: -39909.4266
HOMO energy in eV: -5.72
Spin multiplicity: 1



[7]
3 unconnected molecules or ions with the total composition C12H15F9O6 in a non-equilibrium geometry. Source: OMol25; level of theory: the ωB97M-V functional and the def2-TZVPD basis.

Atoms and positions in Å:
C (-4.274, -1.579, 0.706)
C (-3.202, -0.640, 1.101)
O (-2.039, -0.803, 0.291)
C (-1.274, -1.940, 0.316)
O (-1.336, -2.730, 1.232)
C (-0.293, -2.090, -0.827)
F (0.204, -0.878, -0.961)
F (0.631, -3.020, -0.611)
F (-0.896, -2.423, -1.916)
H (-3.843, -2.570, 0.847)
H (-4.564, -1.385, -0.326)
H (-5.170, -1.379, 1.295)
H (-3.046, -0.563, 2.177)
H (-3.697, 0.296, 0.846)
C (-1.175, 3.395, 0.194)
C (-2.016, 2.693, 1.292)
O (-1.723, 3.530, 2.524)
C (-2.447, 3.422, 3.564)
O (-3.295, 2.534, 3.695)
C (-2.245, 4.371, 4.758)
F (-1.764, 5.569, 4.369)
F (-3.425, 4.564, 5.418)
F (-1.311, 3.828, 5.466)
H (-1.445, 2.907, -0.742)
H (-0.099, 3.246, 0.289)
H (-1.257, 4.482, 0.199)
H (-1.679, 1.677, 1.497)
H (-3.090, 2.555, 1.166)
C (4.980, -1.078, -0.746)
C (4.164, -2.214, -1.327)
O (4.427, -2.529, -2.714)
C (3.741, -1.999, -3.763)
O (2.777, -1.261, -3.531)
C (4.100, -2.503, -5.180)
F (4.253, -1.457, -6.050)
F (5.248, -3.235, -5.029)
F (3.129, -3.194, -5.713)
H (5.002, -1.082, 0.344)
H (4.578, -0.152, -1.158)
H (5.996, -1.315, -1.062)
H (3.125, -1.917, -1.189)
H (4.248, -3.130, -0.741)

Summary:
LUMO in eV: 0.482
Kohn-Sham gap in eV: 11.5
Structure (SMILES): CCOC(=O)C(F)(F)F.CCOC(=O)C(F)(F)F.CCOC(=O)C(F)(F)F
Calculated total energy in eV: -49428.6464
HOMO energy in eV: -11.00
Spin multiplicity: 1



Among the records above, which one has the highest calculated total energy? C12H15ClN3